{"formula": "C3H10N2O2", "method": "wB97M-V/def2-TZVPD", "relative_energy_kj_mol": 215.3, "multiplicity": 1, "max_force_ev_per_a": 2.0, "homo_lumo_gap_ev": 10.249, "smiles": "NCNCC=O.O", "species": ["O", "C", "C", "N", "C", "N", "H", "H", "H", "H", "H", "H", "H", "H", "H", "H", "O"], "coordinates": [[3.193441, 0.079984, -0.971257], [2.027461, -0.140522, -1.182139], [0.905978, 0.837474, -1.115585], [-0.288456, 0.153933, -0.490310], [-0.982272, 1.037769, 0.439301], [-1.806401, 2.027803, -0.249392], [1.691577, -1.132921, -1.429085], [0.597131, 1.175346, -2.110763], [1.070221, 1.767886, -0.567331], [-0.936856, 0.016642, -1.249602], [-1.629306, 0.415559, 1.035072], [-0.246589, 1.439569, 1.131961], [-1.574415, 2.986433, 0.007702], [-2.769446, 1.919359, 0.055332], [-0.119720, -4.668074, 2.779031], [0.357379, -3.505995, 1.822909], [0.510273, -4.410245, 2.094157]], "forces_ev_per_angstrom": [[-0.275, 0.180, -0.041], [0.848, 0.660, 0.281], [-1.932, 0.377, 0.371], [0.966, 0.662, -0.237], [-0.005, -0.533, -0.209], [-0.224, 0.674, 0.515], [-0.278, -0.958, -0.249], [0.438, -0.159, -0.211], [0.700, -0.256, 0.059], [-0.264, -0.373, -0.059], [-0.306, -0.339, 0.277], [0.072, 0.329, -0.065], [0.171, -0.262, -0.194], [0.088, -0.015, -0.223], [0.070, 0.458, -0.268], [-0.319, 0.194, 0.196], [0.248, -0.637, 0.056]]}

{"formula": "C16H59F3O19S", "method": "wB97M-V/def2-TZVPD", "multiplicity": 1, "max_force_ev_per_a": 0.6, "homo_lumo_gap_ev": 9.993, "species": ["O", "S", "O", "O", "O", "C", "O", "C", "F", "F", "F", "H", "H", "H", "C", "O", "H", "H", "H", "H", "C", "O", "H", "H", "H", "H", "C", "O", "H", "H", "H", "H", "C", "O", "H", "H", "H", "H", "C", "O", "H", "H", "H", "H", "C", "O", "H", "H", "H", "H", "C", "O", "H", "H", "H", "H", "C", "O", "H", "H", "H", "H", "C", "O", "H", "H", "H", "H", "C", "O", "H", "H", "H", "H", "C", "O", "H", "H", "H", "H", "C", "O", "H", "H", "H", "H", "C", "O", "H", "H", "H", "H", "C", "O", "H", "H", "H", "H"], "coordinates": [[0.654120, -3.358998, -0.261228], [0.536190, -2.400462, -1.339055], [-0.972803, -1.735625, -1.160885], [-1.537901, -2.037958, 0.127787], [1.514108, -1.131217, -0.887975], [1.205882, -0.477169, 0.313511], [0.731424, 0.816021, -0.075874], [0.455273, 1.654953, 0.936241], [-0.553447, 1.220228, 1.715553], [0.091460, 2.826392, 0.424716], [1.521545, 1.895485, 1.731504], [-1.991133, -1.199934, 0.336077], [0.447876, -1.018244, 0.885921], [2.120092, -0.382947, 0.910007], [-4.151340, 0.673787, -1.950580], [-2.962263, 0.788853, -1.169394], [-4.831292, 1.463171, -1.636703], [-3.929764, 0.792229, -3.014053], [-4.629686, -0.295409, -1.784842], [-2.362556, 0.093234, -1.453369], [4.038529, 1.463777, -1.531928], [3.685630, 0.311765, -2.280404], [4.852724, 1.967174, -2.049102], [3.192705, 2.155082, -1.452486], [4.373058, 1.187291, -0.526623], [2.993655, -0.140476, -1.786432], [3.024077, -5.199826, -2.244077], [2.821566, -4.142383, -3.179832], [2.518740, -4.915379, -1.324145], [2.597658, -6.141099, -2.600810], [4.086791, -5.348114, -2.034465], [3.262006, -4.380204, -4.000339], [-6.039531, 4.231841, -0.083615], [-6.790161, 3.164104, -0.663456], [-5.329777, 4.571237, -0.828972], [-6.689263, 5.068038, 0.185939], [-5.498804, 3.895697, 0.805515], [-7.420784, 2.859071, -0.002981], [6.178657, -1.191074, 0.728811], [4.831335, -1.458238, 0.339176], [6.180830, -0.288718, 1.326141], [6.583873, -2.010368, 1.329049], [6.812530, -1.037320, -0.148889], [4.825845, -2.253416, -0.199818], [-6.979565, -0.367897, 0.963025], [-7.825799, 0.526752, 1.685491], [-6.123735, 0.200922, 0.608396], [-6.630743, -1.176496, 1.609961], [-7.507758, -0.786899, 0.103006], [-8.581805, 0.018510, 1.990862], [-6.626156, 5.655218, -3.642807], [-5.383725, 5.781782, -2.960719], [-7.260947, 6.469675, -3.302285], [-6.499742, 5.738482, -4.725667], [-7.114797, 4.706431, -3.406392], [-4.812565, 5.066306, -3.254118], [-1.541376, -3.906173, -4.633262], [-0.453909, -3.636464, -3.748142], [-2.324296, -3.185998, -4.407187], [-1.241198, -3.797481, -5.675163], [-1.935779, -4.913533, -4.477817], [0.254052, -4.262016, -3.931876], [-0.641387, -6.390177, -7.861395], [-1.378990, -5.175447, -7.800981], [-0.749763, -6.878029, -6.895475], [-1.028626, -7.057703, -8.635108], [0.420627, -6.207144, -8.045867], [-1.293699, -4.732294, -8.649569], [8.151865, 1.821269, 3.148093], [7.998400, 0.477921, 2.683508], [7.188493, 2.312580, 3.036108], [8.446641, 1.842188, 4.198637], [8.893772, 2.356214, 2.549714], [8.847377, 0.038101, 2.776742], [0.138231, 2.679705, 5.008606], [-0.279491, 3.728111, 4.139093], [-0.362855, 2.808873, 5.964284], [-0.134103, 1.704854, 4.595332], [1.219129, 2.716639, 5.166708], [0.177047, 3.595575, 3.303169], [-2.426721, 6.092412, 3.104251], [-1.636300, 6.512782, 1.994681], [-2.990894, 6.958786, 3.442439], [-3.129545, 5.308253, 2.809810], [-1.800077, 5.728835, 3.918721], [-1.139080, 5.751543, 1.684047], [-2.499000, -5.070464, 2.226769], [-2.310138, -4.701197, 0.871940], [-3.495819, -5.498132, 2.312326], [-1.770506, -5.820121, 2.550401], [-2.433495, -4.205292, 2.894957], [-1.431476, -4.315818, 0.783100], [7.973379, 0.867166, 7.467368], [9.008195, 1.247111, 6.565712], [7.402542, 1.763667, 7.694691], [7.304624, 0.127424, 7.020136], [8.381721, 0.464495, 8.397575], [9.522088, 0.461343, 6.360555]], "forces_ev_per_angstrom": [[-0.058, 0.030, -0.257], [0.440, -0.139, 0.262], [-0.139, 0.241, -0.004], [-0.060, 0.217, 0.085], [-0.587, -0.031, 0.198], [0.449, -0.221, 0.385], [-0.087, 0.074, 0.304], [-0.074, 0.400, -0.453], [0.298, -0.111, 0.091], [-0.057, -0.059, -0.046], [-0.209, -0.301, 0.112], [0.088, -0.016, -0.196], [0.027, 0.082, -0.120], [-0.067, 0.052, -0.241], [0.129, -0.041, 0.102], [-0.032, -0.111, 0.154], [0.000, 0.002, 0.026], [-0.067, -0.008, -0.017], [-0.080, 0.022, -0.076], [0.152, 0.049, -0.200], [-0.140, -0.168, 0.030], [0.070, 0.180, 0.001], [0.010, -0.016, -0.021], [0.058, 0.065, 0.030], [0.049, 0.071, 0.003], [0.055, -0.142, -0.163], [0.043, 0.035, -0.057], [-0.154, -0.148, 0.068], [-0.012, -0.002, -0.004], [-0.001, -0.012, 0.027], [-0.008, -0.012, 0.019], [0.034, 0.097, -0.009], [-0.114, -0.196, 0.095], [0.037, 0.042, 0.049], [0.001, 0.057, -0.017], [0.050, 0.048, -0.008], [0.012, 0.029, 0.003], [0.019, -0.111, -0.026], [-0.218, -0.174, -0.238], [-0.032, 0.020, 0.164], [-0.010, 0.032, 0.043], [0.050, 0.054, 0.038], [0.048, 0.037, 0.047], [-0.053, 0.056, -0.080], [-0.198, 0.057, 0.117], [0.110, -0.004, -0.122], [-0.010, 0.045, 0.014], [0.066, -0.034, -0.077], [0.099, -0.053, -0.039], [-0.040, 0.087, 0.043], [0.086, -0.075, 0.065], [-0.019, 0.012, -0.130], [-0.002, 0.013, 0.003], [-0.032, 0.015, -0.006], [-0.035, 0.016, 0.002], [0.031, 0.025, 0.017], [0.178, -0.048, 0.104], [-0.180, -0.073, -0.068], [0.000, 0.006, 0.020], [-0.061, -0.015, -0.031], [-0.059, 0.013, -0.028], [0.110, 0.114, 0.030], [-0.046, 0.107, -0.037], [0.069, -0.068, -0.045], [-0.006, -0.004, 0.010], [0.013, -0.034, 0.017], [0.011, -0.033, 0.012], [-0.035, 0.026, 0.014], [0.129, -0.171, -0.023], [0.043, 0.119, 0.083], [-0.016, -0.013, -0.016], [-0.042, 0.076, 0.009], [-0.041, 0.074, 0.008], [-0.014, -0.025, -0.014], [0.060, 0.037, -0.266], [0.034, -0.109, 0.096], [-0.047, 0.082, -0.023], [0.026, -0.047, 0.090], [-0.006, -0.072, 0.081], [-0.008, 0.068, -0.011], [0.094, 0.019, -0.122], [-0.046, 0.003, 0.054], [0.000, 0.024, -0.032], [-0.031, -0.008, 0.069], [-0.056, -0.037, 0.043], [0.000, 0.016, -0.019], [0.096, 0.050, -0.100], [-0.002, -0.159, 0.149], [-0.010, -0.003, -0.002], [-0.020, -0.011, 0.033], [-0.019, -0.024, 0.031], [-0.046, 0.057, -0.112], [0.081, -0.028, -0.078], [-0.038, -0.056, 0.044], [-0.002, 0.012, 0.000], [-0.033, 0.015, 0.016], [-0.028, 0.017, 0.023], [0.033, 0.025, 0.001]]}

Which formula does entry 1 have?
C3H10N2O2